# 1
{
  "formula": "C21H25ClFN3O5S",
  "method": "ωB97M-V/def2-TZVPD",
  "species": ["O", "N", "C", "N", "F", "C", "C", "H", "C", "H", "C", "C", "H", "H", "C", "H", "H", "O", "H", "O", "C", "C", "H", "H", "H", "H", "C", "H", "O", "H", "H", "C", "C", "H", "C", "O", "C", "Cl", "C", "H", "C", "H", "H", "H", "N", "C", "H", "H", "S", "C", "H", "C", "H", "H", "H", "C", "C"],
  "xyz": [[3.082, -4.909, -1.948], [1.922, -2.361, -2.351], [-4.004, -0.623, 4.152], [-0.968, 2.091, 0.380], [-4.236, 1.614, 4.813], [-0.207, 1.428, -3.187], [-3.453, 0.635, 4.314], [1.030, 0.375, 0.298], [-1.991, 2.967, 0.533], [-3.623, -2.621, 3.499], [3.736, -3.951, -2.753], [-0.290, 3.995, 2.975], [-3.153, 2.491, 2.234], [-0.561, 1.737, -4.157], [0.657, 0.686, -0.665], [2.059, -3.516, -4.060], [4.449, -3.372, -2.148], [3.741, -0.582, -2.315], [1.281, 1.317, -5.602], [2.729, -1.263, -0.180], [2.356, -4.292, -0.906], [1.307, -3.324, -1.463], [1.770, -0.332, -6.059], [-0.033, 4.341, 1.975], [0.833, -2.773, -0.651], [-5.032, -0.791, 4.427], [-2.329, 3.176, 2.011], [-1.272, -2.163, 2.895], [-2.608, 3.507, -0.359], [-0.725, 4.835, 3.535], [3.035, -3.729, -0.250], [1.251, 0.158, -1.786], [2.730, -2.983, -3.380], [-2.707, 4.200, 2.144], [-1.571, 2.320, 4.158], [1.472, -0.101, -4.095], [0.831, 0.506, -3.070], [0.285, 0.164, 3.057], [-0.809, 1.965, -2.062], [3.244, -2.183, -3.910], [-1.896, -1.380, 3.295], [-1.613, 2.675, -2.167], [1.885, -5.101, -0.345], [0.623, 3.674, 3.476], [-1.195, 2.870, 2.863], [1.116, 0.252, -5.414], [-0.662, 2.254, 4.763], [0.073, -0.001, -5.628], [2.584, -1.018, -1.592], [-0.390, 1.598, -0.786], [0.548, -3.872, -2.031], [-2.136, 0.935, 3.987], [4.272, -4.514, -3.518], [-0.558, 1.777, 1.257], [-2.293, 2.957, 4.689], [-1.370, -0.110, 3.472], [-3.213, -1.633, 3.635]],
  "atomic_forces_ev_per_a": [[-0.058, -0.171, -0.093], [0.453, 0.857, 0.413], [-0.043, 0.162, 0.044], [0.174, -0.133, 0.429], [0.052, -0.034, -0.045], [0.348, -0.307, -0.201], [0.171, -0.206, -0.071], [-0.020, -0.015, 0.165], [0.150, -0.108, 0.335], [-0.036, -0.096, -0.016], [-0.046, 0.179, -0.259], [0.039, -0.020, 0.035], [0.015, 0.040, -0.018], [-0.008, -0.004, -0.108], [-0.089, 0.134, 0.054], [0.028, 0.055, 0.032], [0.010, -0.075, -0.067], [-0.142, -0.062, -0.257], [-0.011, -0.035, 0.027], [-0.278, -0.009, -0.058], [-0.248, 0.135, 0.152], [-0.041, -0.380, 0.486], [-0.063, 0.056, -0.001], [0.070, 0.074, -0.023], [-0.164, -0.200, 0.047], [-0.111, 0.004, 0.030], [-0.028, 0.071, -0.044], [0.081, -0.052, -0.035], [-0.220, 0.163, -0.219], [-0.010, 0.023, -0.011], [-0.066, -0.120, -0.027], [0.501, -0.407, -0.084], [0.555, -0.144, -0.212], [0.020, -0.096, -0.071], [-0.031, 0.015, 0.019], [-0.037, 0.085, 0.046], [-0.197, 0.173, -0.080], [0.282, -0.127, 0.072], [-0.072, 0.069, 0.247], [0.025, -0.176, -0.191], [0.162, -0.006, -0.065], [-0.020, 0.009, -0.007], [-0.001, 0.100, 0.034], [0.068, 0.035, 0.011], [-0.302, 0.100, 0.175], [-0.059, 0.030, -0.156], [-0.067, 0.044, -0.002], [0.042, 0.022, 0.018], [-0.447, 0.058, 0.005], [0.098, -0.116, -0.622], [0.027, 0.069, 0.050], [-0.090, 0.113, 0.105], [0.029, 0.111, 0.022], [-0.141, 0.145, -0.117], [0.143, -0.062, -0.013], [-0.419, -0.114, 0.086], [0.022, 0.148, 0.035]],
  "mulliken_charge": [-0.42, 0.09, -0.66, 0.27, -0.33, -0.87, 0.67, 0.61, 0.45, 0.38, -0.60, -1.25, 0.21, 0.43, -0.30, 0.37, 0.37, -0.76, 0.39, -0.76, -0.53, -0.75, 0.24, 0.37, 0.42, 0.45, -0.49, 0.47, -0.70, 0.34, 0.32, -0.37, -0.66, 0.36, -1.24, -0.30, 0.78, -0.18, -0.89, 0.39, -0.92, 0.56, 0.39, 0.31, 0.50, -1.01, 0.42, 0.39, 1.57, 0.32, 0.44, 0.04, 0.36, -0.38, 0.36, 0.74, -0.40],
  "charge": 0,
  "energy_ha": -2313.92540,
  "relative_energy_kcal_mol": 4.07,
  "orbital_gap_ha": 0.321,
  "homo_ev": -8.15,
  "spin_multiplicity": 1,
  "smiles": "COc1ccc(NC(=O)CN(C)Cc2c(F)cccc2Cl)cc1S(=O)(=O)N1CCOCC1"
}



# 2
{
  "formula": "C21H25EuOS",
  "method": "ωB97M-V/def2-TZVPD",
  "species": ["C", "H", "H", "H", "C", "C", "H", "H", "C", "C", "C", "H", "C", "H", "C", "S", "H", "C", "H", "C", "H", "H", "H", "H", "C", "C", "H", "H", "H", "C", "H", "H", "C", "C", "H", "C", "H", "O", "H", "C", "C", "H", "C", "C", "C", "H", "H", "H", "Eu"],
  "xyz": [[2.655, -0.349, 0.989], [-2.508, -1.550, -1.721], [-2.422, -1.870, 1.000], [0.153, -2.484, 1.707], [-1.341, 2.228, -0.453], [-2.943, 2.242, 3.086], [4.220, 0.703, 0.002], [0.060, -1.904, -2.694], [-3.710, 0.651, 1.403], [0.565, -2.399, -0.543], [0.249, 1.615, -2.052], [-5.711, 0.958, 0.675], [-0.987, 0.955, -2.383], [3.852, -1.347, -3.012], [4.034, -0.345, 0.284], [-1.190, 0.354, 2.508], [-2.153, 2.589, 3.751], [-5.175, 2.442, 2.155], [4.711, -0.667, 1.075], [-4.162, 2.892, 3.017], [1.222, 1.469, -2.565], [5.495, -2.829, -0.601], [-2.990, 0.879, -1.276], [3.496, 0.256, -2.309], [-2.707, 1.104, 2.284], [-1.974, 1.316, -1.390], [3.942, -3.049, 0.216], [-6.142, 2.958, 2.108], [2.596, 0.305, 1.886], [-1.595, -2.090, 0.290], [1.664, -2.529, -0.592], [-1.128, 0.219, -3.201], [4.126, -1.213, -0.893], [0.035, 2.401, -0.858], [-3.551, -0.220, 0.764], [-0.235, -2.409, 0.666], [2.303, -1.384, 1.246], [1.890, 0.285, 0.000], [-1.785, 2.591, 0.498], [-0.290, -2.084, -1.654], [-4.930, 1.317, 1.354], [5.175, -0.295, -2.501], [4.408, -2.646, -0.698], [-1.624, -1.887, -1.142], [4.153, -0.625, -2.238], [-4.343, 3.764, 3.645], [0.813, 2.927, -0.264], [4.071, -3.257, -1.549], [-0.289, 0.014, -0.023]],
  "atomic_forces_ev_per_a": [[-0.351, 1.051, -1.699], [0.740, -0.441, 0.419], [0.815, -0.530, -0.724], [-0.426, -0.106, -0.972], [0.048, 0.330, -0.816], [-0.625, -0.120, -0.408], [0.036, -0.275, 0.297], [-0.412, -0.295, 0.937], [-0.077, 0.305, 0.301], [-0.754, -0.374, 0.271], [-0.648, 0.261, 0.293], [0.301, 0.121, 0.214], [0.061, 0.515, 0.545], [0.017, 0.167, 0.156], [0.107, 0.088, 1.596], [1.065, -0.640, 0.685], [-0.199, -0.122, -0.179], [0.164, -0.159, -0.042], [0.911, -0.032, 0.025], [-0.504, 0.119, -0.099], [-0.912, 0.098, 0.447], [0.006, -0.060, 0.044], [0.880, 0.609, -0.328], [0.161, -0.232, 0.078], [-0.665, 0.560, 0.328], [0.491, 0.598, -0.077], [0.090, 0.117, -0.198], [0.439, -0.217, 0.017], [0.614, -0.617, 0.061], [0.240, -0.743, -0.651], [-0.986, 0.089, -0.003], [0.079, 0.744, 0.687], [-0.341, -0.159, 0.175], [-0.806, 0.073, -0.507], [0.013, 0.340, 0.305], [-0.103, -0.332, -0.780], [0.360, 0.519, -0.048], [-1.131, -0.317, 0.552], [0.352, -0.160, -1.024], [0.044, 0.130, 0.768], [-0.333, 0.312, 0.080], [-0.028, 0.068, -0.094], [0.067, -0.623, -0.066], [0.130, -0.507, 0.697], [-0.059, 0.158, -0.643], [0.022, -0.106, -0.114], [-0.702, -0.456, -0.662], [0.018, 0.120, 0.190], [1.793, 0.130, -0.036]],
  "mulliken_charge": [0.13, 0.49, 0.51, 0.25, -0.08, -0.32, 0.20, 0.10, 1.20, 0.73, 0.10, 0.28, -0.32, 0.27, -1.07, -0.28, 0.33, -0.20, 0.52, -0.63, 0.04, 0.58, 0.41, 0.15, -0.22, -0.32, 0.19, 0.41, 0.31, 0.30, 0.03, 0.66, 1.16, -0.72, 0.10, -0.61, 0.06, -0.52, 0.45, 0.25, -1.07, 0.41, -1.64, 0.15, -1.34, 0.25, 0.31, 0.21, -4.21],
  "charge": -2,
  "energy_ha": -1998.77936,
  "relative_energy_kcal_mol": 0.00,
  "orbital_gap_ha": [0.007, 0.261],
  "homo_ev": [3.10, -2.19],
  "spin_multiplicity": 7
}



# 3
{
  "formula": "C21H25F2",
  "method": "ωB97M-V/def2-TZVPD",
  "species": ["H", "H", "C", "H", "C", "C", "H", "H", "H", "C", "C", "C", "F", "H", "H", "C", "H", "H", "H", "H", "C", "H", "H", "F", "C", "H", "H", "H", "C", "C", "C", "C", "C", "H", "C", "C", "C", "C", "C", "H", "H", "H", "H", "H", "H", "C", "C", "H"],
  "xyz": [[-1.233, 2.420, -1.103], [0.127, 1.093, -4.143], [1.886, -0.926, 0.956], [-0.102, -2.118, -2.963], [2.903, 0.987, -2.854], [0.727, -0.161, -2.475], [-0.811, 0.143, 2.774], [3.569, -1.986, 1.776], [0.292, -1.864, -1.257], [2.778, -1.572, -2.619], [-4.134, 1.675, 0.531], [2.600, -1.521, 1.983], [-4.526, -0.060, 2.087], [-1.125, -1.079, -1.937], [2.692, 1.480, -3.816], [0.128, -0.338, 2.522], [3.843, -2.405, 4.138], [-1.037, 1.058, -2.801], [2.497, -2.191, -3.487], [2.573, -2.167, -1.719], [-0.096, -1.372, -2.155], [2.751, 1.739, -2.063], [2.328, -3.065, 4.784], [0.363, -0.952, 4.790], [-5.495, 2.209, 0.786], [3.859, -1.411, -2.659], [3.967, 0.726, -2.834], [-3.572, 3.189, -0.892], [-0.073, 0.371, 0.128], [-3.237, 2.312, -0.338], [-3.671, 0.541, 1.196], [-2.409, 0.012, 1.017], [0.866, -0.943, 3.513], [-6.258, 1.424, 0.806], [0.029, 1.048, -3.040], [-1.462, 0.718, 0.212], [-1.939, 1.861, -0.489], [2.073, -0.246, -2.617], [2.105, -1.538, 3.297], [-5.753, 2.917, -0.006], [0.474, 1.980, -2.663], [2.871, -1.465, 5.295], [0.559, 1.002, -0.505], [-2.121, -0.902, 1.532], [-5.542, 2.741, 1.746], [0.616, -0.319, 1.182], [2.825, -2.149, 4.440], [2.295, -0.897, -0.058]],
  "atomic_forces_ev_per_a": [[-0.308, -0.159, 0.153], [-0.034, -0.133, 0.508], [-0.011, 0.455, -0.285], [-0.043, 0.166, 0.131], [0.338, 0.137, -0.176], [0.931, -0.317, -1.359], [0.297, 0.014, 0.133], [-0.367, 0.195, 0.076], [-0.024, -0.224, -0.147], [0.418, -0.131, 0.320], [0.376, 0.132, 0.003], [-0.088, 0.007, -0.093], [0.874, 0.441, -0.972], [-0.008, -0.181, -0.166], [0.051, -0.167, 0.251], [-0.191, -0.198, -0.266], [-0.101, -0.022, 0.125], [0.106, -0.057, -0.120], [-0.022, 0.239, 0.266], [-0.063, -0.031, -0.183], [-0.179, -0.257, 0.026], [-0.070, -0.144, -0.231], [0.005, 0.192, -0.085], [0.459, 0.083, -1.201], [-0.490, 0.248, -0.295], [-0.154, -0.180, -0.016], [-0.202, 0.153, -0.099], [0.097, -0.176, 0.193], [-0.440, 1.739, 2.016], [0.143, -0.056, -0.056], [-0.073, -0.853, 0.727], [0.053, 0.157, 0.118], [-0.628, 0.217, 0.559], [0.223, 0.064, 0.076], [-0.059, 0.515, 0.137], [-0.243, -0.259, -0.357], [0.334, 0.111, 0.038], [-0.813, 0.130, 0.256], [-0.250, 0.041, -0.266], [-0.039, -0.042, 0.184], [-0.129, -0.070, -0.109], [-0.063, -0.132, -0.184], [-0.359, -0.684, -0.206], [-0.255, 0.135, -0.197], [0.088, -0.183, -0.147], [0.510, -0.664, 0.307], [0.562, -0.187, 0.223], [-0.160, -0.062, 0.392]],
  "mulliken_charge": [0.51, 0.38, -0.40, 0.39, -1.67, 1.16, 0.81, 0.36, 0.32, -1.55, 0.79, -0.86, -0.34, 0.38, 0.32, -1.00, 0.39, 0.55, 0.34, 0.39, -1.45, 0.33, 0.32, -0.34, -1.48, 0.38, 0.43, 0.37, -0.32, -0.71, 0.33, -0.96, 0.20, 0.36, -1.80, 1.00, -1.00, 1.14, 0.81, 0.39, 0.36, 0.35, 0.79, 0.97, 0.32, 0.14, -1.49, 0.29],
  "charge": 1,
  "energy_ha": -1014.63769,
  "relative_energy_kcal_mol": 7.39,
  "orbital_gap_ha": 0.207,
  "homo_ev": -11.42,
  "spin_multiplicity": 1
}